# 1
{"formula": "C33H28BrFN5O6PtS4", "method": "ωB97M-V with the def2-TZVPD basis set", "symbols": ["Pt", "C", "C", "N", "C", "C", "C", "O", "O", "C", "O", "C", "C", "C", "F", "C", "C", "C", "N", "C", "C", "N", "C", "C", "H", "H", "H", "H", "H", "H", "H", "H", "H", "H", "H", "H", "H", "H", "H", "H", "H", "H", "O", "C", "S", "C", "C", "S", "S", "S", "N", "C", "N", "C", "C", "C", "C", "C", "C", "H", "H", "H", "H", "H", "H", "Br", "C", "C", "C", "C", "C", "C", "C", "O", "O", "H", "H", "H", "H"], "xyz": [[-1.25, 1.35, -1.63], [1.54, -5.58, -0.06], [0.26, -4.82, 0.26], [0.36, -3.39, -0.08], [-0.23, -2.94, -1.20], [-0.25, -1.64, -1.60], [-1.06, -1.32, -2.85], [-1.11, -2.17, -3.71], [-1.72, -0.20, -2.89], [0.49, -0.71, -0.84], [0.52, 0.55, -1.06], [1.24, -1.20, 0.28], [2.01, -0.30, 1.03], [2.59, -0.71, 2.19], [3.39, 0.14, 2.86], [2.35, -2.00, 2.72], [1.63, -2.89, 1.95], [1.10, -2.52, 0.71], [2.78, -2.37, 4.01], [3.10, -1.35, 5.01], [3.07, -2.03, 6.39], [2.22, -3.26, 6.28], [2.90, -4.31, 5.44], [3.52, -3.59, 4.22], [1.42, -6.63, 0.21], [2.39, -5.18, 0.49], [1.76, -5.52, -1.12], [-0.02, -4.91, 1.31], [-0.57, -5.22, -0.32], [-0.75, -3.68, -1.80], [2.13, 0.72, 0.69], [1.45, -3.88, 2.36], [2.36, -0.56, 4.96], [4.09, -0.91, 4.88], [2.64, -1.38, 7.15], [4.05, -2.36, 6.73], [1.34, -3.00, 5.83], [2.00, -3.64, 7.21], [2.13, -5.02, 5.14], [3.64, -4.81, 6.06], [3.46, -4.24, 3.35], [4.58, -3.39, 4.40], [0.47, 0.63, 4.69], [-0.05, 0.90, 3.63], [-1.14, -0.21, 2.79], [-1.37, 0.79, 1.38], [-0.72, 1.95, 1.33], [-0.79, 3.02, -0.07], [0.32, 2.35, 2.68], [-2.34, 0.19, 0.05], [0.27, 2.42, -5.39], [-0.46, 1.77, -4.47], [-0.19, 2.18, -3.25], [0.80, 3.17, -3.37], [1.50, 3.92, -2.43], [2.43, 4.82, -2.89], [2.69, 4.99, -4.26], [2.02, 4.24, -5.20], [1.08, 3.33, -4.73], [0.19, 2.28, -6.38], [-1.18, 1.00, -4.71], [1.31, 3.79, -1.37], [2.98, 5.42, -2.18], [3.42, 5.71, -4.58], [2.21, 4.35, -6.26], [-9.29, 4.67, -2.60], [-7.51, 4.03, -2.73], [-6.88, 3.55, -1.60], [-5.58, 3.08, -1.70], [-4.92, 3.10, -2.92], [-5.57, 3.59, -4.05], [-6.87, 4.06, -3.96], [-3.51, 2.61, -3.08], [-2.92, 2.70, -4.13], [-3.03, 2.15, -1.94], [-7.40, 3.54, -0.65], [-5.07, 2.70, -0.82], [-5.04, 3.60, -4.99], [-7.38, 4.44, -4.83]], "spin_multiplicity": 1, "energy_ha": -6385.39334, "e_lumo_ev": -3.26, "total_charge": 1, "molar_mass_g_mol": 1012.86}

---

# 2
{"formula": "C27H20AsF5N5O5PS6Zr", "method": "ωB97M-V with the def2-TZVPD basis set", "symbols": ["Zr", "N", "C", "N", "C", "N", "C", "C", "N", "C", "C", "N", "H", "H", "H", "H", "H", "O", "C", "O", "C", "P", "C", "C", "C", "C", "C", "C", "C", "C", "C", "C", "C", "C", "H", "H", "H", "H", "H", "H", "H", "H", "H", "H", "H", "H", "S", "As", "S", "S", "S", "C", "S", "O", "O", "O", "H", "H", "H", "F", "C", "C", "F", "C", "F", "C", "S", "C", "F", "C", "F"], "xyz": [[2.19, -0.26, 1.35], [3.58, -4.30, 2.71], [3.88, -2.98, 2.66], [2.85, -2.35, 2.18], [1.94, -3.31, 1.93], [2.34, -4.52, 2.24], [0.61, -2.93, 1.43], [-0.43, -3.98, 1.32], [-1.64, -3.76, 1.05], [-2.03, -2.40, 0.71], [-0.93, -1.31, 0.69], [0.39, -1.71, 1.19], [4.14, -5.06, 3.03], [4.80, -2.53, 3.00], [-0.13, -5.01, 1.54], [-2.81, -2.11, 1.41], [-1.25, -0.46, 1.30], [3.16, -2.01, -2.41], [2.61, -1.29, -1.60], [2.69, -1.46, -0.31], [1.79, -0.09, -2.06], [0.62, 0.54, -0.76], [0.07, 1.97, -1.74], [0.38, 3.25, -1.28], [-0.01, 4.36, -2.02], [-0.71, 4.20, -3.21], [-0.99, 2.92, -3.68], [-0.59, 1.81, -2.96], [-0.78, -0.73, -0.80], [-2.16, -0.17, -1.09], [-3.14, -1.06, -1.04], [-2.69, -2.46, -0.72], [-1.55, -2.83, -1.65], [-0.56, -1.96, -1.67], [1.31, -0.30, -3.01], [2.49, 0.72, -2.21], [0.89, 3.39, -0.33], [0.22, 5.35, -1.64], [-1.04, 5.07, -3.76], [-1.53, 2.79, -4.61], [-0.81, 0.82, -3.33], [-2.30, 0.89, -1.26], [-4.18, -0.83, -1.19], [-3.49, -3.20, -0.71], [-1.55, -3.77, -2.19], [0.36, -2.11, -2.23], [2.43, 4.27, 1.48], [2.76, 2.35, 2.26], [0.42, 0.87, 2.90], [1.68, -0.40, 3.91], [3.81, 2.49, 4.07], [5.70, -0.54, -0.40], [4.79, 0.60, 0.59], [3.57, 0.99, -0.17], [5.68, 1.68, 0.89], [4.31, -0.19, 1.77], [5.96, -0.03, -1.33], [5.09, -1.42, -0.59], [6.61, -0.78, 0.17], [-7.68, 2.04, 0.78], [-6.33, 2.07, 0.82], [-5.61, 1.08, 1.45], [-6.28, 0.06, 2.04], [-4.23, 1.13, 1.49], [-3.61, 0.12, 2.12], [-3.48, 2.16, 0.91], [-1.76, 2.23, 1.00], [-4.25, 3.12, 0.24], [-3.65, 4.13, -0.40], [-5.63, 3.09, 0.20], [-6.32, 4.06, -0.45]], "spin_multiplicity": 1, "energy_ha": -7203.76655, "e_lumo_ev": 3.30, "total_charge": -2, "molar_mass_g_mol": 979.00}

---

# 3
{"formula": "C14H40FHfN2O8", "method": "ωB97M-V with the def2-TZVPD basis set", "symbols": ["Hf", "F", "C", "C", "C", "O", "C", "N", "H", "H", "H", "H", "H", "H", "H", "H", "H", "H", "H", "C", "C", "C", "O", "C", "N", "H", "H", "H", "H", "H", "H", "H", "H", "H", "H", "H", "C", "C", "O", "O", "H", "H", "H", "H", "H", "H", "C", "C", "O", "O", "H", "H", "H", "H", "H", "H", "C", "C", "O", "O", "H", "H", "H", "H", "H", "H"], "xyz": [[-28.01, -19.97, -15.75], [-27.49, -17.90, -15.58], [-29.32, -14.94, -17.48], [-27.95, -15.13, -18.06], [-26.86, -14.51, -17.21], [-26.95, -13.12, -17.25], [-26.14, -12.45, -16.30], [-27.72, -16.59, -18.27], [-30.12, -15.29, -18.14], [-29.59, -13.91, -17.30], [-29.46, -15.54, -16.56], [-27.95, -14.78, -19.09], [-25.86, -14.79, -17.59], [-26.88, -14.90, -16.17], [-25.88, -11.47, -16.72], [-25.19, -12.95, -16.11], [-26.73, -12.26, -15.40], [-26.72, -16.65, -18.45], [-27.79, -17.03, -17.36], [-24.54, -21.35, -14.11], [-24.51, -19.93, -14.67], [-23.19, -19.61, -15.32], [-23.00, -20.44, -16.45], [-21.64, -20.36, -16.88], [-25.56, -19.76, -15.72], [-23.83, -21.43, -13.29], [-24.44, -22.23, -14.75], [-25.51, -21.56, -13.63], [-24.65, -19.25, -13.83], [-22.41, -19.73, -14.56], [-23.04, -18.57, -15.65], [-20.97, -20.95, -16.26], [-21.28, -19.35, -17.09], [-21.58, -20.88, -17.83], [-25.23, -20.41, -16.44], [-25.32, -18.84, -16.12], [-27.44, -19.94, -12.03], [-28.71, -19.37, -11.42], [-29.89, -20.01, -11.94], [-27.26, -19.42, -13.37], [-27.37, -21.03, -12.10], [-26.63, -19.60, -11.38], [-28.83, -18.30, -11.62], [-28.73, -19.62, -10.35], [-30.63, -19.83, -11.35], [-26.67, -18.62, -13.28], [-26.25, -16.38, -11.87], [-26.74, -15.38, -12.91], [-27.85, -15.88, -13.66], [-25.51, -17.45, -12.52], [-27.15, -16.78, -11.41], [-25.64, -15.86, -11.13], [-25.99, -15.11, -13.66], [-27.19, -14.51, -12.42], [-27.52, -16.43, -14.38], [-24.74, -17.63, -11.97], [-31.05, -18.64, -16.29], [-30.92, -18.55, -14.80], [-29.81, -19.39, -14.37], [-29.76, -18.77, -16.93], [-31.61, -17.77, -16.63], [-31.66, -19.48, -16.63], [-31.84, -18.84, -14.29], [-30.76, -17.49, -14.61], [-29.90, -19.40, -13.35], [-29.80, -18.32, -17.79]], "spin_multiplicity": 1, "energy_ha": -1415.60442, "e_lumo_ev": -13.39, "total_charge": 3, "molar_mass_g_mol": 561.97}

---

# 4
{"formula": "C40H29F2N2O9PS3", "method": "ωB97M-V with the def2-TZVPD basis set", "symbols": ["C", "C", "O", "C", "C", "P", "O", "O", "S", "C", "C", "C", "F", "C", "N", "C", "S", "O", "O", "F", "C", "N", "C", "C", "S", "H", "H", "H", "H", "H", "H", "H", "H", "H", "H", "H", "H", "H", "O", "C", "C", "C", "C", "C", "C", "C", "C", "O", "C", "C", "C", "C", "C", "C", "H", "H", "H", "H", "H", "H", "H", "H", "O", "C", "C", "C", "C", "C", "C", "C", "C", "O", "C", "C", "C", "C", "C", "C", "H", "H", "H", "H", "H", "H", "H", "H"], "xyz": [[-3.33, -6.52, 0.87], [-2.58, -7.81, 0.19], [-1.72, -8.59, 1.09], [-0.68, -7.76, 1.73], [0.74, -7.47, 0.97], [1.29, -8.14, -0.73], [2.71, -9.17, -0.44], [1.72, -6.82, -1.78], [0.01, -9.25, -1.67], [1.82, -6.48, 1.77], [3.28, -6.07, 1.06], [3.02, -4.66, 0.28], [3.98, -4.36, -0.81], [1.52, -5.85, 3.28], [2.58, -4.98, 3.88], [2.22, -4.45, 5.23], [3.42, -3.32, 6.15], [3.14, -3.45, 7.69], [3.04, -1.86, 5.74], [5.08, -3.69, 5.81], [0.82, -4.85, 5.97], [-0.28, -5.72, 5.43], [0.13, -6.18, 4.06], [-0.97, -7.13, 3.24], [-2.61, -7.53, 4.14], [-4.06, -6.78, 1.75], [-4.00, -6.02, 0.02], [-2.51, -5.71, 1.16], [-3.44, -8.54, -0.19], [-2.05, -7.41, -0.78], [2.45, -9.81, 0.29], [2.06, -7.18, -2.65], [3.73, -6.93, 0.41], [4.11, -5.83, 1.89], [1.93, -4.68, -0.22], [2.98, -3.72, 1.02], [0.65, -4.41, 7.07], [-2.57, -8.96, 4.24], [1.90, 2.16, -0.61], [1.61, 2.30, 0.57], [2.18, 1.40, 1.60], [3.08, 0.40, 1.21], [3.65, -0.43, 2.18], [3.34, -0.26, 3.53], [2.43, 0.73, 3.91], [1.85, 1.56, 2.94], [0.88, 2.59, 3.35], [0.54, 2.70, 4.53], [0.32, 3.51, 2.33], [-0.57, 4.51, 2.72], [-1.08, 5.40, 1.77], [-0.69, 5.28, 0.43], [0.19, 4.27, 0.04], [0.69, 3.38, 1.00], [3.33, 0.26, 0.16], [4.35, -1.21, 1.88], [3.80, -0.89, 4.28], [2.19, 0.86, 4.96], [-0.87, 4.61, 3.76], [-1.77, 6.18, 2.07], [-1.08, 5.98, -0.31], [0.48, 4.19, -1.00], [-2.36, 7.78, -7.84], [-2.38, 7.63, -6.62], [-2.51, 8.79, -5.72], [-2.61, 10.08, -6.26], [-2.77, 11.18, -5.42], [-2.82, 11.00, -4.04], [-2.70, 9.72, -3.50], [-2.53, 8.62, -4.34], [-2.38, 7.27, -3.75], [-2.35, 7.12, -2.54], [-2.28, 6.10, -4.65], [-2.18, 4.81, -4.11], [-2.12, 3.70, -4.95], [-2.16, 3.87, -6.34], [-2.25, 5.16, -6.88], [-2.30, 6.27, -6.04], [-2.58, 10.23, -7.34], [-2.85, 12.18, -5.84], [-2.95, 11.86, -3.38], [-2.73, 9.59, -2.42], [-2.15, 4.67, -3.03], [-2.04, 2.70, -4.53], [-2.12, 3.01, -6.99], [-2.27, 5.28, -7.96]], "spin_multiplicity": 1, "energy_ha": -4063.51111, "smiles": "CCOc1c(P(O)(O)=S)c(CCF)c2nc(S(=O)(=O)F)cnc2c1S.O=C1c2ccccc2C(=O)c2ccccc21.O=C1c2ccccc2C(=O)c2ccccc21", "e_lumo_ev": -2.88, "total_charge": 0, "molar_mass_g_mol": 846.85}

---

# 5
{"formula": "CH13NSi4", "method": "ωB97M-V with the def2-TZVPD basis set", "symbols": ["C", "N", "Si", "Si", "Si", "Si", "H", "H", "H", "H", "H", "H", "H", "H", "H", "H", "H", "H", "H"], "xyz": [[3.28, 1.36, -3.40], [-1.25, -0.54, 1.57], [-1.61, -1.48, 2.95], [-0.84, -1.33, 0.12], [1.54, 1.32, -3.34], [-0.82, 1.14, 1.58], [-2.04, 2.12, 1.46], [3.89, 0.54, -3.82], [3.97, 2.25, -3.34], [-3.06, -1.63, 3.13], [-0.82, -0.97, 4.13], [-0.85, -2.72, 2.77], [-1.60, -0.64, -0.98], [0.51, -1.65, 0.06], [-1.21, -2.73, 0.18], [0.69, 0.11, -3.20], [0.51, 2.33, -3.31], [-0.28, 1.27, 3.07], [-0.02, 1.25, 0.39]], "spin_multiplicity": 1, "energy_ha": -1258.49694, "e_lumo_ev": 0.14, "total_charge": 0, "molar_mass_g_mol": 151.47}

---

# 6
{"formula": "C4H8OS", "method": "ωB97M-V with the def2-TZVPD basis set", "symbols": ["C", "C", "C", "S", "O", "C", "H", "H", "H", "H", "H", "H", "H", "H"], "xyz": [[0.38, 0.42, 1.84], [-1.01, 0.41, 1.01], [-0.71, -0.52, -0.18], [-0.85, -2.10, -0.43], [-0.06, 0.36, -1.07], [0.63, -0.21, -2.15], [1.13, 1.10, 1.33], [0.22, 0.66, 2.90], [0.76, -0.61, 1.73], [-1.18, 1.42, 0.81], [-1.80, 0.02, 1.68], [0.04, -0.61, -2.94], [1.07, 0.64, -2.70], [1.39, -0.98, -1.83]], "spin_multiplicity": 1, "energy_ha": -630.59349, "smiles": "CCC(=S)OC", "e_lumo_ev": 0.49, "total_charge": 0, "molar_mass_g_mol": 104.17}